Entry from the Open Molecules 2025 dataset: the ion C8H14NS with charge +1 at a distorted geometry (ωB97M-V with the def2-TZVPD basis set).

Bonds (Å) are listed after each position.
CARTESIAN COORDINATES (ANGSTROEM)
1 C 1.794 -2.164 -1.155  N9 1.157, H11 1.010
2 C -1.502 -0.764 1.640  C5 1.424, S10 1.658, H12 1.092
3 C 0.823 2.494 1.167  C6 1.551, H13 1.078, H14 1.071, H15 1.111
4 C -1.313 -0.894 -1.835  C8 1.547, H16 1.040, H17 1.094, H18 1.191
5 C -0.620 -1.464 0.766  C2 1.424, C8 1.852, H19 1.080, H20 1.100
6 C 1.205 1.143 0.506  C3 1.551, C7 1.600, H21 1.175, H22 1.066
7 C 0.096 0.932 -0.628  C6 1.600, C8 1.610, H23 1.053, H24 1.092
8 C -0.163 -0.644 -0.831  C4 1.547, C5 1.852, C7 1.610, N9 1.382
9 N 0.942 -1.383 -1.209  C1 1.157, C8 1.382
10 S -1.085 -0.019 3.062  C2 1.658
11 H 2.796 -2.286 -1.166  C1 1.010
12 H -2.578 -0.782 1.458  C2 1.092
13 H 0.036 2.312 1.881  C3 1.078
14 H 1.693 2.984 1.555  C3 1.071
15 H 0.324 3.131 0.405  C3 1.111
16 H -1.461 -1.898 -2.067  C4 1.040
17 H -2.220 -0.472 -1.394  C4 1.094
18 H -1.159 -0.286 -2.847  C4 1.191
19 H -1.156 -2.300 0.341  C5 1.080
20 H 0.330 -1.713 1.261  C5 1.100
21 H 2.294 1.097 0.067  C6 1.175
22 H 1.222 0.374 1.244  C6 1.066
23 H 0.577 1.171 -1.534  C7 1.053
24 H -0.875 1.429 -0.687  C7 1.092

Properties
Net charge: +1
<S²>: 2.02
ΔE to the lowest compared entry with this formula, charge and spin: 50.9 kJ/mol
2S+1: 3



Entry from the Open Molecules 2025 dataset: a cluster of 2 separate species, C8H14O2 in total at a distorted geometry (ωB97M-V with the def2-TZVPD basis set).

Bonds (Å) are listed after each position.
CARTESIAN COORDINATES (ANGSTROEM)
1 C -3.173 0.304 0.693  C2 1.525, H10 1.101, H11 1.100, H12 1.100
2 C -2.119 -0.309 1.609  C1 1.525, C3 1.533, C9 1.532, H13 1.104
3 C -2.421 -1.779 1.917  C2 1.533, C4 1.504, H14 1.101, H15 1.105
4 C -1.274 -2.494 2.577  C3 1.504, C5 1.338, H16 1.094
5 C -0.012 -2.050 2.564  C4 1.338, C6 1.506, H17 1.093
6 C 0.326 -0.702 1.982  C5 1.506, C7 1.496, C9 1.518, H18 1.184
7 C 1.779 -0.375 1.838  C6 1.496, O8 1.236, H19 1.111
8 O 2.213 0.155 0.809  C7 1.236
9 C -0.714 -0.165 1.015  C2 1.532, C6 1.518, H20 1.102, H21 1.099
10 H -3.161 -0.189 -0.292  C1 1.101
11 H -4.181 0.189 1.116  C1 1.100
12 H -2.987 1.377 0.538  C1 1.100
13 H -2.133 0.240 2.567  C2 1.104
14 H -3.315 -1.853 2.555  C3 1.101
15 H -2.683 -2.308 0.983  C3 1.105
16 H -1.515 -3.371 3.184  C4 1.094
17 H 0.765 -2.570 3.131  C5 1.093
18 H 0.366 0.045 2.899  C6 1.184
19 H 2.470 -0.944 2.495  C7 1.111
20 H -0.695 -0.778 0.100  C9 1.102
21 H -0.505 0.881 0.749  C9 1.099
22 O 1.318 -1.192 -1.271  H23 1.048, H24 0.961
23 H 1.685 -0.430 -0.653  O22 1.048
24 H 0.455 -0.931 -1.603  O22 0.961

Properties
Net charge: 0
ΔE to the lowest compared entry with this formula, charge and spin: 131.2 kJ/mol



What is the formula in the first record?
C8H14NS



ΔE to the lowest compared entry with this formula, charge and spin of number 1 (C8H14NS)?
50.9 kJ/mol